Below is 11 unconnected molecules or ions with the total composition C87H187N9O11 at a distorted geometry, with properties calculated with ωB97M-V with the def2-TZVPD basis set.

XYZ file:
```
294
Properties=species:S:1:pos:R:3:lowdin_charge:R:1
C -19.55 -23.49 8.17 -0.018
C -18.05 -23.19 8.04 -0.474
C -17.36 -23.64 9.32 -0.048
C -17.54 -24.17 6.91 -0.134
C -17.82 -23.70 5.52 -0.241
C -17.28 -22.35 5.25 -0.154
C -17.77 -21.29 6.26 -0.433
C -16.72 -20.12 6.03 -0.005
C -19.20 -20.98 5.89 -0.042
N -17.63 -21.81 7.68 -0.114
O -17.91 -20.87 8.64 -0.018
H -20.09 -22.74 8.75 0.068
H -19.98 -23.41 7.17 0.061
H -19.71 -24.46 8.62 0.091
H -18.01 -23.36 10.15 0.057
H -17.35 -24.72 9.49 0.090
H -16.43 -23.14 9.58 0.083
H -16.45 -24.19 6.99 0.120
H -17.95 -25.17 7.01 0.123
H -17.41 -24.48 4.87 0.115
H -18.85 -23.89 5.20 0.107
H -17.75 -22.06 4.31 0.129
H -16.20 -22.52 5.25 0.121
H -17.05 -19.46 5.22 0.076
H -15.75 -20.53 5.73 0.074
H -16.68 -19.56 6.96 0.053
H -19.76 -21.86 5.59 0.068
H -19.21 -20.22 5.11 0.081
H -19.72 -20.57 6.76 0.080
H -16.98 -20.66 8.81 0.075
C -22.45 -14.80 16.86 -0.029
C -23.94 -14.73 17.31 -0.472
C -24.58 -13.41 16.80 -0.028
C -24.69 -15.87 16.61 -0.144
C -24.39 -17.25 17.22 -0.151
C -24.59 -17.27 18.73 -0.152
C -23.87 -16.20 19.51 -0.493
C -24.42 -16.10 20.95 -0.036
C -22.39 -16.57 19.65 -0.039
N -24.07 -14.87 18.80 -0.078
O -23.63 -13.71 19.53 -0.020
H -22.28 -14.30 15.91 0.078
H -21.89 -14.15 17.54 0.071
H -22.06 -15.81 16.96 0.060
H -24.39 -13.30 15.73 0.068
H -25.62 -13.29 17.11 0.085
H -24.06 -12.57 17.26 0.074
H -25.73 -15.58 16.77 0.113
H -24.54 -15.86 15.53 0.097
H -24.99 -18.03 16.73 0.079
H -23.34 -17.47 17.03 0.101
H -24.30 -18.26 19.08 0.125
H -25.63 -17.29 19.04 0.115
H -24.24 -17.07 21.41 0.083
H -25.49 -15.87 20.96 0.084
H -23.89 -15.36 21.55 0.079
H -21.85 -15.72 20.07 0.079
H -21.83 -16.70 18.72 0.058
H -22.23 -17.33 20.41 0.086
H -24.49 -13.42 19.87 0.097
C -19.15 -14.96 15.14 -0.035
C -18.16 -14.06 15.95 -0.463
C -18.02 -12.77 15.14 -0.038
C -18.86 -13.71 17.30 -0.147
C -18.85 -14.76 18.39 -0.183
C -17.40 -15.26 18.62 -0.106
C -16.71 -15.77 17.30 -0.526
C -15.28 -15.88 17.72 -0.053
C -17.22 -17.14 16.82 -0.003
N -16.88 -14.77 16.26 -0.086
O -16.21 -15.12 15.06 -0.017
H -20.02 -14.46 14.72 0.076
H -18.69 -15.48 14.30 0.067
H -19.48 -15.72 15.85 0.054
H -18.95 -12.20 15.20 0.084
H -17.36 -12.15 15.76 0.079
H -17.60 -12.89 14.14 0.084
H -18.37 -12.82 17.70 0.119
H -19.90 -13.49 17.06 0.096
H -19.19 -14.22 19.27 0.113
H -19.60 -15.52 18.15 0.087
H -17.50 -16.03 19.38 0.119
H -16.85 -14.44 19.08 0.118
H -15.22 -16.58 18.55 0.088
H -14.90 -14.93 18.09 0.091
H -14.70 -16.30 16.89 0.088
H -18.31 -17.04 16.87 0.063
H -16.96 -17.92 17.53 0.090
H -17.00 -17.41 15.78 0.073
H -16.60 -15.97 14.83 0.044
C -22.83 -20.86 4.12 -0.029
C -23.82 -21.44 5.15 -0.482
C -23.05 -22.44 5.97 -0.028
C -24.34 -20.31 6.06 -0.146
C -25.45 -20.77 7.04 -0.148
C -26.61 -21.30 6.16 -0.137
C -26.25 -22.40 5.14 -0.489
C -26.17 -23.76 5.90 -0.039
C -27.45 -22.58 4.20 -0.049
N -25.03 -21.97 4.40 -0.101
O -24.65 -22.84 3.40 -0.018
H -22.03 -20.30 4.61 0.070
H -22.48 -21.65 3.46 0.078
H -23.35 -20.21 3.41 0.084
H -23.73 -23.01 6.60 0.068
H -22.71 -23.22 5.29 0.089
H -22.20 -21.96 6.45 0.071
H -23.54 -19.87 6.66 0.085
H -24.69 -19.43 5.52 0.114
H -25.07 -21.60 7.64 0.091
H -25.68 -19.87 7.61 0.109
H -27.08 -20.51 5.58 0.115
H -27.36 -21.72 6.83 0.117
H -27.11 -24.30 6.04 0.077
H -25.83 -23.70 6.94 0.061
H -25.52 -24.41 5.31 0.081
H -27.53 -21.62 3.69 0.076
H -28.40 -22.56 4.73 0.087
H -27.31 -23.36 3.44 0.086
H -24.62 -22.22 2.67 0.104
C -15.06 -21.01 16.37 -0.020
C -14.68 -21.39 14.87 -0.479
C -13.35 -20.66 14.56 -0.041
C -14.37 -22.87 14.77 -0.144
C -15.67 -23.76 14.76 -0.144
C -16.68 -23.20 13.74 -0.153
C -16.98 -21.71 13.73 -0.431
C -17.50 -21.26 12.29 -0.006
C -18.03 -21.52 14.85 -0.029
N -15.72 -20.93 13.93 -0.092
O -15.83 -19.52 13.80 -0.035
H -16.07 -21.27 16.69 0.054
H -14.37 -21.23 17.17 0.080
H -15.12 -19.92 16.31 0.061
H -13.12 -20.79 13.51 0.082
H -13.35 -19.59 14.75 0.073
H -12.49 -20.99 15.14 0.083
H -13.71 -23.11 13.94 0.109
H -13.73 -23.30 15.55 0.114
H -15.52 -24.82 14.56 0.108
H -16.09 -23.63 15.76 0.098
H -17.62 -23.70 13.96 0.106
H -16.39 -23.60 12.77 0.112
H -16.75 -21.46 11.53 0.065
H -17.76 -20.22 12.11 0.056
H -18.32 -21.88 11.93 0.069
H -17.84 -21.92 15.84 0.070
H -18.94 -22.07 14.63 0.054
H -18.22 -20.45 14.93 0.079
H -15.72 -19.50 12.85 0.028
C -21.19 -23.57 13.62 -0.027
C -22.51 -24.42 13.55 -0.467
C -22.27 -25.96 13.53 -0.010
C -23.35 -23.93 14.79 -0.129
C -24.83 -24.35 14.79 -0.138
C -25.41 -23.71 13.49 -0.141
C -24.72 -24.11 12.20 -0.474
C -25.07 -25.59 11.82 -0.018
C -25.20 -23.17 11.04 -0.013
N -23.27 -23.92 12.40 -0.102
O -22.54 -24.22 11.20 -0.026
H -21.47 -22.53 13.47 0.061
H -20.59 -23.76 14.52 0.082
H -20.60 -23.69 12.71 0.074
H -23.19 -26.48 13.77 0.062
H -21.82 -26.30 12.59 0.079
H -21.50 -26.23 14.25 0.083
H -22.83 -24.24 15.69 0.116
H -23.20 -22.85 14.87 0.110
H -24.95 -25.43 14.77 0.099
H -25.33 -24.04 15.70 0.103
H -25.43 -22.62 13.55 0.101
H -26.46 -24.00 13.44 0.117
H -24.84 -26.30 12.62 0.061
H -24.48 -26.00 11.01 0.074
H -26.10 -25.72 11.51 0.088
H -26.28 -23.29 10.96 0.084
H -24.76 -23.41 10.07 0.073
H -25.02 -22.12 11.24 0.062
H -22.77 -25.14 11.06 0.060
C -27.74 -19.32 16.84 -0.020
C -27.89 -20.17 15.51 -0.440
C -27.49 -21.63 15.79 -0.043
C -29.41 -20.23 15.08 -0.131
C -29.95 -18.96 14.40 -0.163
C -29.01 -18.65 13.21 -0.126
C -27.47 -18.55 13.57 -0.481
C -26.74 -18.53 12.25 -0.037
C -27.14 -17.25 14.41 0.004
N -27.08 -19.72 14.32 -0.105
O -25.69 -19.69 14.53 -0.030
H -26.71 -19.10 17.09 0.058
H -28.29 -18.37 16.84 0.064
H -28.16 -19.83 17.70 0.078
H -27.58 -22.21 14.87 0.076
H -26.45 -21.57 16.14 0.075
H -28.02 -21.98 16.68 0.084
H -29.55 -21.12 14.46 0.109
H -29.92 -20.51 16.00 0.110
H -30.94 -19.03 13.96 0.109
H -29.80 -18.11 15.06 0.094
H -29.38 -17.82 12.60 0.119
H -29.16 -19.51 12.57 0.108
H -25.65 -18.56 12.30 0.060
H -26.97 -17.61 11.72 0.076
H -27.09 -19.33 11.59 0.091
H -26.11 -17.32 14.76 0.050
H -27.75 -17.09 15.30 0.063
H -27.22 -16.38 13.76 0.068
H -25.41 -20.30 13.84 0.068
C -18.85 -17.40 6.85 -0.042
C -19.90 -16.50 6.25 -0.488
C -19.39 -15.94 4.93 -0.027
C -21.11 -17.45 5.98 -0.111
C -22.42 -16.69 5.65 -0.177
C -22.74 -15.66 6.68 -0.133
C -21.61 -14.68 7.12 -0.474
C -21.50 -13.52 6.17 -0.054
C -21.92 -14.12 8.54 -0.030
N -20.29 -15.39 7.16 -0.096
O -19.24 -14.56 7.60 -0.013
H -18.92 -17.85 7.84 0.076
H -17.92 -16.84 6.84 0.086
H -18.68 -18.24 6.17 0.053
H -19.18 -16.70 4.17 0.082
H -18.49 -15.37 5.13 0.089
H -20.14 -15.37 4.37 0.071
H -20.92 -17.95 5.03 0.104
H -21.28 -18.19 6.77 0.096
H -23.29 -17.36 5.60 0.097
H -22.36 -16.22 4.67 0.109
H -23.17 -16.15 7.56 0.104
H -23.53 -15.05 6.26 0.121
H -20.61 -12.94 6.39 0.086
H -21.49 -13.77 5.11 0.076
H -22.31 -12.80 6.27 0.085
H -21.77 -14.91 9.27 0.062
H -21.20 -13.34 8.76 0.075
H -22.82 -13.52 8.66 0.083
H -19.03 -14.86 8.49 0.095
C -23.39 -18.63 9.66 -0.027
C -22.28 -19.48 10.38 -0.381
C -22.33 -20.94 9.70 -0.006
C -20.94 -18.81 9.95 -0.133
C -20.61 -17.53 10.75 -0.148
C -20.64 -17.91 12.26 -0.136
C -21.92 -18.55 12.81 -0.444
C -21.46 -19.26 14.15 -0.003
C -22.92 -17.41 12.99 -0.018
N -22.41 -19.63 11.89 -0.103
O -23.46 -20.42 12.26 -0.022
H -24.36 -19.03 9.95 0.069
H -23.56 -17.58 9.89 0.053
H -23.40 -18.75 8.57 0.057
H -22.15 -20.91 8.63 0.063
H -21.65 -21.60 10.25 0.072
H -23.32 -21.39 9.78 0.052
H -20.16 -19.57 10.02 0.106
H -20.93 -18.61 8.88 0.085
H -19.62 -17.17 10.48 0.085
H -21.26 -16.70 10.50 0.084
H -20.40 -16.98 12.77 0.105
H -19.75 -18.50 12.47 0.103
H -20.79 -18.77 14.85 0.079
H -20.95 -20.13 13.74 0.060
H -22.36 -19.67 14.62 0.070
H -22.53 -16.69 13.72 0.080
H -23.83 -17.79 13.46 0.063
H -23.23 -16.91 12.07 0.062
H -23.07 -21.26 12.47 0.072
C -16.72 -18.00 10.13 -0.048
C -15.39 -17.80 10.83 -0.468
C -15.49 -16.98 12.08 -0.035
O -15.02 -19.12 11.21 -0.069
H -17.47 -18.44 10.78 0.071
H -16.56 -18.63 9.26 0.062
H -17.16 -17.04 9.86 0.078
H -14.71 -17.46 10.05 0.144
H -15.82 -15.99 11.78 0.095
H -14.52 -17.01 12.57 0.099
H -16.23 -17.41 12.77 0.070
H -14.76 -19.60 10.42 0.104
C -25.15 -14.07 12.72 -0.058
C -25.86 -14.11 11.36 -0.502
C -25.12 -15.12 10.52 -0.060
O -27.17 -14.53 11.56 -0.042
H -24.19 -13.64 12.47 0.078
H -24.93 -15.03 13.20 0.066
H -25.57 -13.33 13.40 0.075
H -25.85 -13.14 10.87 0.135
H -24.05 -14.99 10.67 0.064
H -25.41 -15.05 9.47 0.086
H -25.43 -16.10 10.88 0.064
H -27.51 -14.11 12.36 0.086
```

Its relative energy (zero: lowest compared OMol25 entry of this formula, charge and spin) is 302.4 kJ/mol. Its total charge is 0. Its SMILES is CC1(C)CCCC(C)(C)N1O.CC1(C)CCCC(C)(C)N1O.CC1(C)CCCC(C)(C)N1O.CC1(C)CCCC(C)(C)N1O.CC1(C)CCCC(C)(C)N1O.CC1(C)CCCC(C)(C)N1O.CC1(C)CCCC(C)(C)N1O.CC1(C)CCCC(C)(C)N1O.CC1(C)CCCC(C)(C)N1O.CC(C)O.CC(C)O. The calculation puts the energy at -129171.423 eV. For the HOMO energy, the calculation gives -7.8 eV.